Record 1
C3H4P2 in the gas phase in a non-equilibrium geometry, computed with ωB97M-V/def2-TZVPD.

XYZ file:
```
9
Properties=species:S:1:pos:R:3:forces:R:3
P 0.4924 1.3875 1.6031 -0.52 0.24 0.12
P -0.9326 -0.8235 -1.5405 -0.26 -0.83 1.39
C -0.0730 0.0325 0.7608 1.82 1.25 1.70
C 0.5702 -0.4719 -0.4243 0.78 -1.70 -2.19
C -0.0447 0.7062 -0.9416 1.00 1.82 -1.18
H -0.8910 -0.4073 1.1436 -2.94 -1.77 0.99
H 1.5789 -0.9068 -0.6100 -0.72 0.77 0.65
H -0.4770 1.4300 2.7593 0.69 -0.32 -1.23
H -0.2232 -0.9466 -2.7505 0.16 0.54 -0.25
```
Forces are in eV/Å.

## Properties
**HOMO energy (spin up / spin down)**: -0.29295 / -0.29296 Ha
**E_tot**: -799.1730 hartree
**Spin multiplicity**: 1
**Gap between HOMO and LUMO (spin up / spin down)**: 0.226 / 0.226 Eh
**Charge**: 0

Now the Löwdin charges, all in e: atom 1 (P): 0.989, atom 2 (P): 0.820, atom 3 (C): -0.697, atom 4 (C): -0.679, atom 5 (C): -0.351, atom 6 (H): 0.002, atom 7 (H): 0.113, atom 8 (H): -0.087, atom 9 (H): -0.109


Record 2
C3H3Cl2F in the gas phase in a non-equilibrium geometry, computed with ωB97M-V/def2-TZVPD.

XYZ file:
```
9
Properties=species:S:1:pos:R:3:forces:R:3
Cl -1.1722 -1.6465 -1.2155 0.35 0.79 0.61
Cl 1.9441 -0.3096 -1.2837 -0.33 0.18 0.53
F -0.4764 1.6149 1.0960 -0.24 0.10 0.52
C -0.3278 0.8184 0.0028 -1.99 1.69 -1.55
C -0.4990 -0.6823 0.1508 -1.36 -0.33 -2.03
C 0.8094 -0.0360 0.0342 2.49 -0.90 0.83
H -0.6872 1.3975 -0.9016 0.51 -1.31 0.90
H -0.7831 -1.1532 1.0469 -0.16 -0.18 1.06
H 1.1922 -0.0032 1.0702 0.73 -0.03 -0.87
```
Forces are in eV/Å.

## Properties
**HOMO energy**: -0.38655 Ha
**SMILES**: F[C@@H]1[C@@H](Cl)[C@H]1Cl
**E_tot**: -1136.3080 hartree
**Spin multiplicity**: 1
**Gap between HOMO and LUMO**: 0.412 Eh
**Charge**: 0

Now the Löwdin charges, all in e: atom 1 (Cl): 0.579, atom 2 (Cl): 0.633, atom 3 (F): 0.019, atom 4 (C): -0.352, atom 5 (C): -0.584, atom 6 (C): -0.700, atom 7 (H): 0.181, atom 8 (H): 0.087, atom 9 (H): 0.139


What is the charge in the first record?
0